Record 1
A 2-piece molecular cluster, C5H13NO overall, computed with wB97M-V/def2-TZVPD.

Structure (ORCA input):
```
! wB97M-V def2-TZVPD RIJCOSX def2/J DEFGRID3
* xyz 0 1
C -0.98 2.54 -1.66
C -0.57 1.37 -0.97
C 0.53 0.45 -1.51
C 1.93 0.26 -0.54
C 1.43 -0.06 0.89
N 0.55 -1.31 0.94
H -1.73 3.25 -1.43
H -0.03 2.83 -2.28
H -1.07 1.00 -0.01
H 1.06 0.62 -2.47
H 0.08 -0.58 -1.43
H 2.51 -0.53 -1.00
H 2.39 1.28 -0.66
H 2.30 -0.19 1.53
H 0.91 0.89 1.32
H 1.21 -2.00 0.58
H -0.38 -1.21 0.42
O -2.57 -2.39 2.08
H -2.41 -2.76 2.98
H -2.06 -1.61 1.99
*
```

As for the total energy: -328.2007 Eh. Its HOMO-LUMO gap is 10.02 eV. Its SMILES is C=CCCCN.O. As for the LUMO energy: 0.90 eV.

These are the Mulliken partial charges, in e, on atoms 1 to 2:
1 C -0.782
2 C 0.135

=====

Record 2
A 7-piece molecular cluster, C31H70F9N5O5P overall, computed with wB97M-V/def2-TZVPD.

Structure (ORCA input):
```
! wB97M-V def2-TZVPD RIJCOSX def2/J DEFGRID3
* xyz 3 1
C 2.72 2.97 -7.38
C 2.14 2.84 -6.01
O 1.39 2.08 -5.52
N 2.47 3.97 -5.02
H 1.65 4.04 -4.44
H 3.20 3.70 -4.30
C 2.75 5.39 -5.60
H 3.79 3.16 -7.41
H 2.31 3.91 -7.80
H 2.25 2.17 -7.96
H 2.67 6.13 -4.83
H 2.13 5.51 -6.45
H 3.77 5.37 -5.96
C 3.53 5.62 3.07
C 2.54 4.55 2.95
O 2.70 3.33 3.12
N 1.18 4.86 2.36
H 1.10 5.88 2.31
H 1.15 4.66 1.33
C 0.07 4.08 3.14
H 3.63 6.02 2.11
H 4.45 5.12 3.50
H 3.22 6.44 3.73
H 0.27 4.15 4.24
H 0.24 3.05 2.82
H -0.88 4.47 2.90
C -10.33 4.03 -0.34
C -10.38 5.52 -0.66
O -9.60 6.14 -1.24
N -11.77 6.18 -0.18
H -12.41 6.15 -0.96
H -12.13 5.61 0.62
C -11.50 7.62 0.08
H -9.45 3.64 -0.77
H -11.15 3.63 -0.93
H -10.50 3.80 0.71
H -10.79 7.72 0.94
H -12.48 8.06 0.28
H -11.09 8.08 -0.79
C -0.66 -2.80 -4.04
C -0.81 -4.15 -3.40
C -2.06 -4.32 -2.53
C -1.97 -5.78 -1.90
N -3.21 -6.09 -1.07
C -4.55 -6.01 -1.75
C -5.45 -6.86 -0.83
C -4.51 -7.80 -0.13
C -3.13 -7.57 -0.61
C -3.29 -5.24 0.17
H -0.30 -2.14 -3.26
H -1.62 -2.38 -4.36
H 0.03 -2.83 -4.88
H 0.04 -4.46 -2.79
H -0.86 -4.94 -4.18
H -2.92 -4.32 -3.23
H -2.25 -3.54 -1.83
H -1.08 -5.81 -1.24
H -2.10 -6.45 -2.69
H -4.88 -4.98 -1.88
H -4.42 -6.42 -2.72
H -5.95 -6.13 -0.10
H -6.26 -7.32 -1.43
H -4.63 -7.71 0.99
H -4.76 -8.83 -0.31
H -2.28 -7.70 0.08
H -2.98 -8.11 -1.59
H -3.69 -4.26 -0.10
H -2.29 -5.10 0.67
H -4.05 -5.65 0.86
C 6.16 -1.26 6.04
C 4.66 -0.98 5.85
C 4.54 -0.22 4.45
C 4.32 -1.18 3.32
N 4.96 -0.80 1.98
C 4.72 -1.89 0.99
C 5.76 -2.92 1.27
C 7.04 -2.05 1.71
C 6.46 -0.67 2.04
C 4.31 0.47 1.41
H 6.48 -1.94 6.81
H 6.62 -0.26 6.29
H 6.65 -1.52 5.11
H 4.31 -0.33 6.69
H 4.19 -1.96 5.78
H 5.49 0.31 4.34
H 3.71 0.52 4.50
H 3.26 -1.37 3.16
H 4.85 -2.09 3.57
H 4.71 -1.48 0.01
H 3.73 -2.32 1.24
H 5.81 -3.57 0.35
H 5.46 -3.66 2.03
H 7.70 -1.95 0.80
H 7.48 -2.46 2.57
H 6.79 0.17 1.42
H 6.78 -0.35 3.03
H 4.68 1.35 1.92
H 3.24 0.42 1.48
H 4.63 0.46 0.35
C -0.53 -2.30 0.82
O 0.21 -1.14 0.73
O -1.75 -2.40 0.33
C 0.52 -3.35 0.17
F 1.76 -3.36 0.70
F 0.03 -4.56 0.25
F 0.63 -3.12 -1.19
C -0.54 -0.17 1.39
C -0.36 1.27 0.73
H -0.77 1.27 -0.28
H -0.89 2.02 1.27
H 0.68 1.51 0.75
H -0.32 -0.26 2.51
H -1.61 -0.34 1.20
H -0.47 -2.58 2.00
P 2.54 3.82 -1.09
F 1.17 4.46 -0.51
F 3.40 5.00 -0.29
F 2.69 2.90 0.25
F 3.92 3.30 -1.69
F 1.69 2.67 -1.85
F 2.55 4.90 -2.31
*
```

As for the total energy: -3112.5344 Eh. Its HOMO-LUMO gap is 5.53 eV. As for the LUMO energy: -5.73 eV.

These are the Mulliken partial charges, in e, on atoms 1 to 2:
1 C -1.110
2 C 0.680

=====

Record 3
C43H49N6OP2S4Zr as an isolated structure, computed with wB97M-V/def2-TZVPD.

Structure (ORCA input):
```
! wB97M-V def2-TZVPD RIJCOSX def2/J DEFGRID3
* xyz 1 1
Zr -0.61 1.10 -0.83
C 2.63 -1.14 -1.63
P 1.90 -2.80 -1.18
C 3.22 -3.52 -0.15
C 4.35 -4.17 -0.71
C 5.16 -4.97 0.11
C 4.85 -5.21 1.45
C 3.79 -4.55 2.02
C 2.98 -3.71 1.25
C 2.15 -3.48 -2.86
C 2.49 -2.68 -3.93
C 1.98 -3.02 -5.22
C 1.42 -4.29 -5.45
C 1.50 -5.23 -4.40
C 1.82 -4.83 -3.13
C 2.58 -0.13 -0.53
C 3.70 0.55 -0.05
C 3.31 1.27 1.08
C 1.97 0.92 1.31
C 1.31 1.26 2.61
P -0.40 0.46 2.75
C -0.23 -0.99 3.77
C 0.98 -1.75 3.96
C 0.91 -2.92 4.71
C -0.30 -3.28 5.32
C -1.48 -2.58 5.15
C -1.45 -1.42 4.38
C -1.20 1.55 3.91
C -0.63 1.77 5.16
C -1.10 2.79 6.00
C -2.38 3.29 5.79
C -3.05 2.99 4.61
C -2.45 2.16 3.64
N 1.45 0.19 0.22
H 2.06 -0.71 -2.45
H 3.71 -1.26 -1.86
H 4.56 -4.11 -1.79
H 6.08 -5.39 -0.36
H 5.51 -5.87 2.00
H 3.55 -4.70 3.09
H 2.08 -3.29 1.73
H 3.19 -1.83 -3.92
H 2.11 -2.32 -6.04
H 1.09 -4.56 -6.44
H 1.22 -6.26 -4.56
H 1.76 -5.52 -2.27
H 4.67 0.45 -0.51
H 3.92 1.95 1.68
H 1.10 2.33 2.72
H 1.88 0.94 3.49
H 1.98 -1.50 3.51
H 1.78 -3.50 4.88
H -0.40 -4.15 5.95
H -2.39 -2.87 5.65
H -2.37 -0.80 4.24
H 0.32 1.31 5.40
H -0.53 3.15 6.83
H -2.78 3.96 6.53
H -4.05 3.37 4.45
H -2.94 2.09 2.65
C -1.24 0.46 -5.49
C -0.49 0.68 -4.20
S -0.47 -0.55 -2.98
C 0.22 1.87 -3.99
C 0.51 2.77 -5.18
S 0.77 2.42 -2.47
H -1.94 -0.36 -5.30
H -0.54 0.27 -6.37
H -1.74 1.40 -5.73
H 1.12 3.64 -4.81
H -0.45 3.22 -5.56
H 1.02 2.22 -5.99
C 0.45 5.00 -0.66
S -0.67 4.24 0.53
C 0.20 4.75 2.10
O -0.39 2.72 0.46
H 0.66 6.04 -0.33
H -0.13 5.03 -1.61
H 1.39 4.37 -0.79
H 0.28 5.87 2.14
H 1.25 4.41 1.99
H -0.30 4.38 3.04
N -1.12 -1.93 0.82
C -1.49 -3.17 0.53
C -2.25 -3.13 -0.66
C -2.28 -1.79 -1.03
N -1.57 -1.05 -0.14
H -0.53 -1.56 1.58
H -1.30 -4.01 1.18
H -2.72 -3.95 -1.17
H -2.76 -1.33 -1.88
C -4.30 5.01 -2.33
C -3.45 3.87 -2.92
C -3.59 2.65 -2.06
N -2.62 2.11 -1.32
N -3.03 1.29 -0.34
C -4.34 1.12 -0.27
N -5.06 0.41 0.57
S -5.12 1.86 -1.62
H -4.00 5.98 -2.80
H -4.11 5.13 -1.24
H -5.36 4.89 -2.54
H -2.36 4.11 -2.89
H -3.70 3.66 -4.00
H -4.68 -0.10 1.38
H -6.06 0.60 0.59
*
```

As for the total energy: -4394.0193 Eh. Its HOMO-LUMO gap is 5.39 eV. As for the LUMO energy: -3.07 eV.

These are the Mulliken partial charges, in e, on atoms 1 to 2:
1 Zr 0.067
2 C -0.616

=====

Record 4
A 2-piece molecular cluster, C3H10N2O overall, computed with wB97M-V/def2-TZVPD.

Structure (ORCA input):
```
! wB97M-V def2-TZVPD RIJCOSX def2/J DEFGRID3
* xyz 0 1
C 0.03 -1.88 -1.26
C -1.11 -1.23 -0.49
N -0.63 -0.85 0.82
C -0.33 0.32 1.17
N -0.70 1.53 0.61
H 0.29 -2.82 -0.78
H 0.92 -1.26 -1.25
H -0.24 -2.04 -2.30
H -1.94 -1.93 -0.37
H -1.56 -0.37 -1.02
H 0.12 0.40 2.14
H -1.16 1.53 -0.29
H -0.01 2.27 0.61
O 2.24 1.61 -0.19
H 1.64 1.86 -0.90
H 1.87 0.74 0.05
*
```

As for the total energy: -305.0324 Eh. Its HOMO-LUMO gap is 10.07 eV. Its SMILES is CC/N=C\N.O. As for the LUMO energy: 0.66 eV.

These are the Mulliken partial charges, in e, on atoms 1 to 2:
1 C -0.940
2 C -0.248

=====

Record 5
C32H34ClEuNPSi as an isolated structure, computed with wB97M-V/def2-TZVPD.

Structure (ORCA input):
```
! wB97M-V def2-TZVPD RIJCOSX def2/J DEFGRID3
* xyz 0 7
C 2.45 0.46 2.49
C 1.58 1.55 2.21
C 0.34 1.30 2.90
H 1.78 2.38 1.56
C 0.49 0.10 3.65
C 1.76 -0.45 3.36
H 2.14 -1.39 3.72
H 3.44 0.32 2.10
H -0.54 1.92 2.86
H -0.30 -0.39 4.20
Eu 0.72 -0.27 1.47
Cl -1.06 -1.68 1.34
P -1.84 1.53 -0.74
C -3.26 2.44 -0.01
C -3.60 3.75 -0.34
H -3.02 4.29 -1.07
C -4.70 4.36 0.26
H -4.95 5.37 -0.01
C -5.46 3.67 1.19
H -6.31 4.15 1.65
C -5.12 2.37 1.53
H -5.71 1.83 2.26
C -4.02 1.76 0.94
H -3.75 0.75 1.22
C -0.98 2.87 -1.66
C -0.07 3.66 -0.94
H 0.11 3.44 0.11
C 0.60 4.70 -1.55
H 1.30 5.30 -0.98
C 0.40 4.96 -2.90
H 0.93 5.77 -3.38
C -0.49 4.18 -3.63
H -0.65 4.38 -4.68
C -1.18 3.15 -3.01
H -1.87 2.55 -3.58
C -2.65 0.61 -2.11
C -3.96 0.84 -2.53
H -4.56 1.59 -2.03
C -4.50 0.11 -3.57
H -5.52 0.29 -3.88
C -3.74 -0.86 -4.22
H -4.17 -1.42 -5.04
C -2.44 -1.09 -3.81
H -1.84 -1.84 -4.31
C -1.90 -0.36 -2.76
H -0.88 -0.56 -2.44
C 5.25 -1.22 0.73
Si 4.12 -2.31 1.77
C 4.83 -4.01 1.38
C 4.54 -2.05 3.59
N 2.39 -2.06 1.15
C 1.78 -3.15 0.47
C 1.04 -2.99 -0.71
C 0.35 -4.09 -1.26
C 0.39 -5.34 -0.63
C 1.10 -5.50 0.55
C 1.79 -4.42 1.10
H 6.31 -1.42 1.02
H 5.07 -0.13 0.84
H 5.11 -1.49 -0.33
H 5.92 -3.99 1.59
H 4.40 -4.80 2.01
H 4.68 -4.24 0.30
H 4.38 -1.00 3.91
H 3.96 -2.75 4.22
H 5.62 -2.27 3.73
H 0.97 -2.02 -1.18
H -0.23 -3.97 -2.16
H -0.15 -6.18 -1.04
H 1.11 -6.45 1.07
H 2.27 -4.56 2.05
*
```

As for the total energy: -3095.7823 Eh. Its HOMO-LUMO gap (alpha / beta) is 6.72 / 6.95 eV. As for the LUMO energy (alpha / beta): -0.18 / 0.02 eV.

These are the Mulliken partial charges, in e, on atoms 1 to 2:
1 C 0.024
2 C -0.667

=====

Record 6
C28H42CaF3O20 as an isolated structure, computed with wB97M-V/def2-TZVPD.

Structure (ORCA input):
```
! wB97M-V def2-TZVPD RIJCOSX def2/J DEFGRID3
* xyz 1 1
Ca 7.29 18.92 5.28
C 8.28 21.95 4.97
O 7.70 21.45 6.17
O 8.05 20.88 4.11
C 7.82 23.40 4.74
F 6.50 23.52 4.99
F 8.54 24.14 5.71
F 8.12 24.01 3.63
C 8.33 21.84 7.39
C 7.81 21.35 8.76
H 8.11 20.31 8.86
H 8.13 21.79 9.70
H 6.73 21.36 8.84
H 8.13 22.87 7.70
H 9.40 21.64 7.45
H 9.35 22.00 5.18
C 13.17 17.51 7.24
C 11.95 17.57 8.13
C 11.79 18.94 9.04
O 10.75 19.52 8.32
C 10.18 18.76 7.36
O 9.06 19.00 6.90
O 10.85 17.64 7.27
H 14.00 17.08 7.81
H 13.56 18.47 6.91
H 12.96 16.99 6.31
H 11.74 16.73 8.80
H 12.70 19.53 8.99
H 11.45 18.77 10.06
C 5.89 16.88 11.15
C 6.82 17.45 10.08
C 7.10 16.48 8.95
O 6.87 17.19 7.77
C 6.32 18.36 8.08
O 6.10 19.29 7.35
O 6.20 18.47 9.40
H 6.39 16.13 11.76
H 4.92 16.51 10.81
H 5.74 17.71 11.83
H 7.77 17.78 10.49
H 6.56 15.58 9.26
H 8.13 16.27 9.22
C 4.38 13.64 7.26
C 5.14 13.99 5.97
C 4.48 13.78 4.66
O 4.42 15.13 4.14
C 5.15 15.92 4.87
O 5.55 17.06 4.57
O 5.32 15.34 6.09
H 3.53 14.32 7.32
H 5.10 13.82 8.06
H 4.07 12.60 7.27
H 6.09 13.47 6.11
H 3.56 13.21 4.77
H 4.99 13.32 3.81
C 2.79 22.84 6.07
C 2.73 22.31 4.61
C 3.77 22.73 3.67
O 4.85 21.81 3.64
C 4.34 20.72 4.30
O 4.86 19.59 4.18
O 2.99 20.92 4.63
H 3.60 22.56 6.75
H 1.86 22.47 6.52
H 2.71 23.92 6.13
H 1.71 22.52 4.30
H 3.96 23.76 3.98
H 3.50 22.74 2.61
C 12.77 16.74 2.17
C 11.38 16.06 2.57
C 11.32 14.83 3.42
O 10.13 15.15 4.25
C 9.89 16.48 4.16
O 9.02 17.15 4.76
O 10.54 17.00 3.11
H 13.32 15.95 1.66
H 13.46 17.09 2.94
H 12.69 17.52 1.42
H 10.77 15.81 1.70
H 12.27 14.80 3.97
H 11.18 13.90 2.88
C 5.12 16.53 -0.78
C 5.34 16.15 0.71
C 6.44 15.00 1.03
O 7.42 15.81 1.73
C 6.96 17.11 1.93
O 7.35 17.94 2.77
O 5.86 17.33 1.27
H 4.21 17.07 -1.04
H 4.95 15.62 -1.36
H 5.94 17.09 -1.22
H 4.39 16.01 1.22
H 7.00 14.76 0.12
H 6.03 14.12 1.51
*
```

As for the total energy: -3573.9990 Eh. Its HOMO-LUMO gap is 7.40 eV. As for the LUMO energy: -1.93 eV.

These are the Mulliken partial charges, in e, on atoms 1 to 2:
1 Ca 1.680
2 C -0.017

=====

Record 7
One molecule with the formula C9H9NO2, computed with wB97M-V/def2-TZVPD.

Structure (ORCA input):
```
! wB97M-V def2-TZVPD RIJCOSX def2/J DEFGRID3
* xyz 0 1
O -2.95 1.85 -0.39
N -1.76 1.79 -0.21
C -1.38 0.39 -0.16
O -2.31 -0.41 -0.63
C -1.22 0.58 1.66
C 0.26 0.54 1.88
C 0.90 0.08 0.49
C 2.16 -0.49 0.27
C 2.45 -1.01 -1.00
C 1.48 -1.02 -2.03
C 0.18 -0.68 -1.75
C -0.03 -0.03 -0.55
H -3.10 0.12 -0.59
H -1.72 -0.38 1.81
H -1.64 1.41 2.20
H 0.56 -0.27 2.62
H 0.58 1.57 2.22
H 3.04 -0.60 0.95
H 3.46 -1.30 -1.23
H 1.62 -1.48 -3.07
H -0.59 -0.66 -2.50
*
```

As for the total energy: -553.4618 Eh. Its HOMO-LUMO gap is 9.17 eV. Its SMILES is O=N[C@]1(O)CCc2ccccc21. As for the LUMO energy: 0.33 eV.

These are the Mulliken partial charges, in e, on atoms 1 to 2:
1 O -0.477
2 N -0.117

=====

Record 8
A 8-piece molecular cluster, C4H22NO9 overall, computed with wB97M-V/def2-TZVPD.

Structure (ORCA input):
```
! wB97M-V def2-TZVPD RIJCOSX def2/J DEFGRID3
* xyz -1 1
C 0.80 0.00 -0.26
O 0.10 -1.00 0.50
C 1.12 1.04 0.84
C -0.12 1.86 1.25
C -0.88 2.30 0.03
N -2.21 1.94 0.15
O -0.54 3.08 -0.84
H 1.79 -0.24 -0.72
H -0.01 0.32 -0.91
H 1.49 0.49 1.72
H 1.98 1.61 0.53
H -0.76 1.31 1.95
H 0.18 2.73 1.84
H -2.89 2.19 -0.56
H -2.66 1.41 0.87
H 2.15 -0.10 -2.83
H 1.77 -1.47 -3.12
O 2.59 -0.95 -2.97
H 0.26 -1.97 -0.05
H 1.33 -3.24 -1.02
O 0.45 -3.14 -0.62
H 0.59 -2.70 2.70
H 1.21 -1.72 1.75
O 1.30 -2.06 2.68
H -0.59 -2.18 -1.62
H -0.65 -3.17 -2.63
O -0.96 -2.26 -2.56
H 1.07 2.57 -1.71
H 1.40 3.79 -1.29
O 1.88 3.13 -1.81
H -1.79 -2.18 -0.02
H -1.95 -0.88 0.59
O -2.35 -1.77 0.65
H -1.54 -0.78 2.58
H -0.72 -0.24 3.78
O -1.54 -0.12 3.30
*
```

As for the total energy: -897.5715 Eh. Its HOMO-LUMO gap is 8.90 eV. As for the LUMO energy: 3.03 eV.

These are the Mulliken partial charges, in e, on atoms 1 to 2:
1 C -0.438
2 O -0.515